DFT (ωB97M-V/def2-TZVPD) results for an isolated molecule of C20H22BF2N3O2 at a distorted geometry.

## Properties
**HOMO-LUMO gap**: 6.22 eV
**Energy relative to the best compared isomer or geometry (same formula, charge and spin)**: 0.0 kcal/mol
**Electronic energy**: -1314.84363 hartree

Structure (XYZ):
```
50
Properties=species:S:1:pos:R:3:forces:R:3
O -2.896 2.139 1.223 0.6 -0.3 0.3
F 2.943 -1.575 1.226 0.3 -0.3 0.5
F 3.426 0.361 0.152 0.4 0.4 0.1
O 0.529 -3.215 -4.870 -0.3 0.1 0.1
C -3.871 2.040 0.509 -0.8 -0.3 -0.6
C -0.157 1.107 1.038 1.5 -1.2 0.2
C 2.001 1.766 3.822 0.2 0.5 0.9
C 0.120 0.203 -0.025 0.0 -1.2 -1.5
C 0.740 1.210 2.059 1.1 -0.4 0.2
C 0.789 2.000 3.240 0.2 -0.3 0.1
C -0.613 -0.133 -1.167 0.3 0.2 -0.4
C 2.738 0.819 3.068 -1.5 -0.2 0.6
C 1.945 -2.903 -2.880 -0.5 -0.4 -0.4
C -0.129 -1.727 -3.121 -0.1 -1.1 -1.1
C 2.264 -2.249 -1.724 -0.8 0.6 0.5
C 0.752 -2.664 -3.625 0.6 0.7 0.4
C 0.140 -1.086 -1.927 0.1 1.0 1.1
C 1.351 -1.301 -1.223 -1.4 0.1 0.0
N 1.269 -0.569 -0.073 0.7 0.5 0.6
N -4.049 0.962 -0.358 -1.0 1.3 -0.3
N 1.948 0.472 2.070 0.5 -0.3 -1.6
B 2.435 -0.333 0.841 0.3 -0.7 -0.3
C 1.254 -4.376 -5.211 0.7 -0.5 0.4
C -4.940 3.092 0.707 -0.6 -0.2 -0.1
C -0.317 2.785 3.779 -0.7 1.1 0.3
C 3.999 0.108 3.416 0.0 0.1 -0.7
C -1.924 0.452 -1.518 0.2 0.8 0.2
C -2.957 0.027 -0.487 -0.7 -1.2 0.2
H -1.068 1.638 1.110 -0.7 0.5 -0.2
H 2.310 2.163 4.770 0.1 0.2 0.2
H 2.579 -3.703 -3.200 0.5 -0.1 -0.1
H -1.046 -1.549 -3.637 -0.5 0.2 -0.4
H 3.124 -2.497 -1.161 0.8 -0.2 0.3
H -4.693 1.048 -1.174 0.7 0.1 1.4
H 2.338 -4.229 -5.062 -0.3 0.0 -0.2
H 0.952 -5.220 -4.560 0.1 0.2 -0.4
H 1.128 -4.644 -6.274 -0.4 0.4 0.5
H -5.683 3.156 -0.093 0.0 -0.1 0.1
H -4.443 4.062 0.814 -0.1 -0.3 0.0
H -5.457 2.849 1.662 0.3 0.2 -0.6
H -0.751 3.442 3.027 0.0 0.0 -0.2
H 0.006 3.428 4.602 0.0 -0.2 0.0
H -1.142 2.167 4.130 0.1 -0.2 0.0
H 4.517 0.567 4.257 -0.3 -0.3 0.2
H 3.781 -0.971 3.509 0.2 0.6 0.3
H 4.680 0.198 2.575 0.2 -0.1 -0.3
H -2.211 0.168 -2.522 -0.2 -0.1 -0.3
H -1.841 1.566 -1.527 -0.1 -0.7 0.1
H -2.508 -0.041 0.506 0.0 0.0 -0.2
H -3.362 -1.010 -0.694 0.4 1.2 0.0
```
Positions in Å, forces in eV/Å.